[1]
Entry from OMol25: a molecular structure, C35H48O2OsP4 (ωB97M-V with the def2-TZVPD basis set).

Element x y z (Å)
P -2.77 -2.56 -0.16
C -4.18 -1.50 0.37
H -5.08 -2.10 0.56
H -4.38 -0.74 -0.40
H -3.88 -0.98 1.29
C -3.57 -3.47 -1.54
H -2.88 -4.26 -1.87
H -3.72 -2.78 -2.38
H -4.52 -3.90 -1.23
C -2.85 -3.84 1.16
H -3.67 -4.55 0.98
H -2.98 -3.35 2.14
H -1.89 -4.38 1.18
P 3.25 -1.74 3.13
C 2.58 -0.29 3.97
H 3.00 -0.20 4.98
H 1.49 -0.37 4.03
H 2.83 0.61 3.39
C 3.06 -3.17 4.22
H 3.46 -4.07 3.72
H 2.00 -3.32 4.43
H 3.60 -3.00 5.16
C 5.02 -1.45 2.87
H 5.57 -1.57 3.81
H 5.16 -0.43 2.49
H 5.40 -2.15 2.12
P 1.78 0.78 -3.09
C 1.84 2.60 -3.33
H 2.66 2.86 -4.00
H 1.99 3.06 -2.35
H 0.88 2.94 -3.73
C 3.58 0.41 -3.24
H 4.06 1.16 -3.88
H 3.74 -0.59 -3.66
H 4.03 0.45 -2.24
C 1.23 0.26 -4.77
H 1.97 0.55 -5.52
H 0.26 0.72 -4.97
H 1.11 -0.84 -4.76
Os 2.13 -2.31 0.82
C 0.51 -1.89 1.81
O -0.47 -1.66 2.41
C 2.64 -0.45 0.53
O 2.95 0.66 0.36
C 3.68 -3.14 -0.44
C 2.62 -2.71 -1.23
C 1.32 -3.15 -0.97
C 1.10 -4.03 0.09
C 2.16 -4.47 0.88
C 3.45 -4.03 0.61
H 4.68 -2.75 -0.60
H 2.79 -1.99 -2.02
H 0.49 -2.77 -1.55
H 0.08 -4.33 0.32
H 1.96 -5.11 1.73
H 4.28 -4.32 1.26
C -2.64 2.48 4.08
C -3.53 2.19 3.04
C -3.07 1.87 1.77
C -1.69 1.91 1.49
C -0.79 2.10 2.56
C -1.26 2.40 3.83
P -0.96 1.73 -0.19
C -2.38 1.44 -1.29
C -2.27 0.38 -2.22
C -3.29 0.14 -3.13
C -4.45 0.93 -3.11
C -4.57 1.98 -2.19
C -3.53 2.25 -1.30
C -0.52 3.47 -0.59
C -1.01 4.16 -1.71
C -0.66 5.49 -1.94
C 0.24 6.13 -1.08
C 0.80 5.43 -0.01
C 0.44 4.10 0.23
H -3.00 2.74 5.07
H -4.61 2.22 3.23
H -3.79 1.62 0.99
H 0.29 2.01 2.38
H -0.55 2.59 4.64
H -1.37 -0.24 -2.22
H -3.18 -0.66 -3.86
H -5.26 0.73 -3.81
H -5.47 2.59 -2.17
H -3.61 3.10 -0.62
H -1.70 3.66 -2.40
H -1.09 6.02 -2.79
H 0.51 7.17 -1.26
H 1.52 5.92 0.65
H 0.90 3.56 1.05

- Relative energy (zero: lowest compared OMol25 entry of this formula, charge and spin): 0.0 kcal per mole
- Max |F|: 5.59 eV/Å
- 2S+1: 5
- Orbital gap (spin up / spin down): 5.3278 / 4.0928 eV
- HOMO level (spin up / spin down): -14.793 / -18.456 eV
- <S²>: 6.03
- Electronic energy: -80749.197 eV
- Total charge: +4

***

[2]
Entry from OMol25: a molecular structure, C35H49BClN7O4PS2W (ωB97M-V with the def2-TZVPD basis set).

Element x y z (Å)
W 0.19 0.69 -0.17
C -3.24 1.68 1.67
C -2.70 3.09 1.72
C -2.81 3.60 3.16
C -1.31 3.43 1.20
C -0.97 4.77 1.01
C 0.37 4.76 0.72
N 0.80 3.51 0.73
N -0.23 2.64 0.99
B 2.23 3.04 0.42
N 2.46 2.57 -1.01
C 3.16 3.21 -1.95
C 3.03 2.51 -3.13
C 2.21 1.41 -2.83
N 1.87 1.45 -1.52
C 1.83 0.40 -3.88
C 0.35 0.02 -3.93
C 2.76 -0.82 -3.88
N 2.58 1.88 1.37
C 3.54 1.82 2.30
C 3.57 0.54 2.80
C 2.58 -0.15 2.09
N 1.98 0.68 1.22
C 2.28 -1.61 2.26
C 2.19 -1.99 3.74
C 3.36 -2.44 1.58
H -4.32 1.72 1.84
H -2.82 1.06 2.46
H -3.08 1.18 0.72
H -3.35 3.72 1.10
H -2.12 3.05 3.80
H -3.82 3.43 3.54
H -2.58 4.66 3.25
H -1.63 5.61 1.11
H 1.06 5.57 0.52
H 2.97 3.96 0.63
H 3.70 4.10 -1.70
H 3.45 2.75 -4.09
H 2.05 0.93 -4.81
H 0.14 -0.94 -3.48
H 0.02 -0.02 -4.97
H -0.28 0.75 -3.41
H 2.66 -1.38 -2.96
H 3.80 -0.53 -4.01
H 2.48 -1.49 -4.70
H 4.13 2.69 2.53
H 4.22 0.14 3.56
H 1.32 -1.82 1.78
H 3.17 -1.95 4.21
H 1.82 -3.02 3.84
H 1.52 -1.34 4.30
H 4.32 -2.27 2.06
H 3.46 -2.20 0.52
H 3.14 -3.51 1.66
C 0.21 -4.60 -4.53
C 0.25 -4.99 -3.07
O 0.73 -3.87 -2.29
P -0.29 -3.03 -1.39
S -1.99 -2.68 -2.23
S 0.99 -1.51 -0.86
O -0.57 -3.99 -0.12
C 0.53 -4.49 0.66
C 0.25 -5.93 1.01
H -0.02 -5.47 -5.14
H 1.18 -4.21 -4.84
H -0.54 -3.83 -4.70
H 0.95 -5.80 -2.88
H -0.74 -5.29 -2.71
H 0.61 -3.87 1.56
H 1.46 -4.39 0.11
H -0.73 -6.03 1.48
H 1.00 -6.31 1.70
H 0.26 -6.55 0.12
Cl -5.22 4.42 -4.07
C -3.81 3.76 -3.30
C -2.63 4.55 -3.23
C -1.50 4.08 -2.64
C -1.45 2.77 -2.05
O -0.36 2.37 -1.53
C -2.64 2.00 -2.16
C -2.64 0.69 -1.62
O -1.67 0.20 -1.01
C -3.81 2.50 -2.79
H -2.66 5.54 -3.66
H -0.60 4.69 -2.59
H -3.53 0.07 -1.72
H -4.69 1.88 -2.84
C -2.49 -2.23 4.98
C -1.90 -1.53 3.79
C -2.20 -1.94 2.49
C -1.63 -1.29 1.42
N -0.80 -0.25 1.57
C -0.51 0.16 2.82
C -1.05 -0.44 3.94
H -3.58 -2.26 4.91
H -2.21 -1.75 5.91
H -2.14 -3.27 5.01
H -2.85 -2.78 2.31
H -1.85 -1.59 0.40
H 0.15 1.02 2.90
H -0.79 -0.07 4.92

- Relative energy (zero: lowest compared OMol25 entry of this formula, charge and spin): 8.7 kcal per mole
- Max |F|: 0.95 eV/Å
- 2S+1: 2
- Orbital gap (spin up / spin down): 6.3604 / 6.1192 eV
- HOMO level (spin up / spin down): -6.394 / -6.169 eV
- <S²>: 0.75
- Electronic energy: -101701.335 eV

***

[3]
Entry from OMol25: 3 unconnected molecules or ions with the total composition C35H49BF5N3O10S2 (ωB97M-V with the def2-TZVPD basis set).

Element x y z (Å)
O 3.64 2.53 -7.09
C 2.66 2.57 -6.44
N 1.60 2.62 -5.84
C 1.66 2.92 -4.37
O 0.78 2.16 -3.62
C 0.89 0.73 -3.44
C 2.24 0.19 -3.91
C 2.63 -1.19 -3.45
O 3.56 -1.76 -3.96
C 0.81 0.55 -1.91
C -0.10 1.54 -1.18
C -0.20 1.23 0.31
S 1.41 1.57 1.07
C 0.93 1.75 2.78
S -0.25 2.78 3.21
N 1.60 0.90 3.63
C 1.31 1.03 5.05
C 0.53 0.06 5.64
C 0.26 0.12 7.00
C 0.77 1.16 7.76
C 1.55 2.14 7.15
C 1.82 2.07 5.80
C 3.03 0.76 3.40
C 3.61 -0.47 3.67
C 4.97 -0.64 3.51
C 5.75 0.41 3.06
C 5.17 1.64 2.79
C 3.81 1.82 2.97
C -0.32 0.14 -4.24
N 0.01 0.01 -5.65
C 0.53 -1.23 -6.22
C 1.52 -0.92 -7.36
C 1.42 -1.64 -8.63
O 2.48 -1.89 -7.67
C -1.04 -1.07 -3.64
F -1.59 -0.73 -2.45
F -0.22 -2.13 -3.40
C -2.24 -1.62 -4.50
F -1.88 -2.67 -5.21
F -3.23 -1.99 -3.70
F -2.72 -0.69 -5.32
B 1.26 4.47 -4.14
O 1.48 5.45 -5.08
O 0.69 4.77 -2.95
H 2.69 2.81 -4.03
H 2.34 0.20 -4.99
H 3.03 0.83 -3.52
H 2.09 -1.68 -2.63
H 1.82 0.70 -1.54
H 0.54 -0.47 -1.64
H -1.10 1.53 -1.60
H 0.29 2.55 -1.28
H -0.94 1.88 0.76
H -0.49 0.19 0.47
H 0.14 -0.74 5.04
H -0.34 -0.64 7.47
H 0.58 1.21 8.82
H 1.94 2.95 7.75
H 2.43 2.84 5.34
H 2.99 -1.28 4.01
H 5.41 -1.60 3.73
H 6.81 0.28 2.92
H 5.77 2.46 2.45
H 3.36 2.78 2.78
H -1.08 0.92 -4.19
H -0.71 0.41 -6.23
H -0.26 -1.82 -6.67
H 1.07 -1.81 -5.48
H 1.84 0.12 -7.41
H 0.81 -2.53 -8.69
H 1.76 -1.13 -9.52
H 2.32 5.34 -5.52
H 0.57 5.72 -2.84
C -2.26 2.52 6.81
O -2.67 2.54 8.17
C -2.99 3.84 8.65
C -4.48 4.06 8.71
O -5.06 4.10 7.42
C -5.73 2.90 7.07
H -2.17 1.48 6.51
H -2.98 3.02 6.16
H -1.28 3.00 6.70
H -2.52 4.60 8.02
H -2.57 3.93 9.66
H -4.67 5.03 9.18
H -4.95 3.29 9.32
H -6.64 2.77 7.67
H -5.09 2.03 7.20
H -6.01 2.98 6.02
C -3.71 -7.26 -3.65
O -2.43 -6.75 -3.97
C -2.20 -5.43 -3.50
C -1.35 -5.42 -2.26
O -2.02 -6.00 -1.15
C -1.59 -7.31 -0.86
H -3.72 -8.31 -3.93
H -3.92 -7.17 -2.58
H -4.49 -6.73 -4.21
H -3.15 -4.93 -3.31
H -1.68 -4.89 -4.30
H -1.12 -4.38 -2.00
H -0.40 -5.94 -2.45
H -0.57 -7.31 -0.46
H -1.63 -7.96 -1.74
H -2.26 -7.71 -0.09

- Max |F|: 1.52 eV/Å
- Orbital gap: 8.3044 eV
- HOMO level: -8.259 eV
- Electronic energy: -97967.385 eV
- SMILES: O=C=N[C@H](O[C@@](CC=O)(CCCSC(=S)N(c1ccccc1)c1ccccc1)[C@@H](NC[C@@H]1CO1)C(F)(F)C(F)(F)F)B(O)O.COCCOC.COCCOC